74
Properties=species:S:1:pos:R:3:mulliken_charge:R:1 method="wB97M-V/def2-TZVPD" lumo_ev=0.636 total_energy_ha=-2775.83538 homo_lumo_gap_ev=8.895 homo_ev=-8.26
Sc -0.75658 -16.55466 12.95679 -0.55
C -3.58038 -16.24927 14.48290 -1.12
N -2.22064 -16.69156 14.78023 0.22
C -2.28561 -18.11868 15.26645 -1.02
C -1.55958 -15.73219 15.62983 -0.45
C -0.09726 -16.00557 15.85445 0.82
C 0.41968 -15.95053 17.14772 -0.88
C 1.74294 -16.30400 17.30596 -0.61
C 2.53293 -16.62740 16.24974 -0.57
C 2.09281 -16.61438 14.95352 -0.36
C 0.71113 -16.42830 14.72943 0.16
H -4.22922 -16.17161 15.32979 0.38
H -4.10920 -16.92732 13.88054 0.41
H -3.49172 -15.34551 13.89079 0.16
H -3.10018 -18.27209 15.99251 0.33
H -1.29844 -18.44778 15.69848 0.34
H -2.45457 -18.68088 14.41971 0.37
H -2.15444 -15.71019 16.56627 0.47
H -1.75750 -14.70887 15.12769 0.06
H -0.20432 -15.75054 18.01768 0.41
H 2.18692 -16.30667 18.28760 0.37
H 3.57292 -16.92316 16.39531 0.37
H 2.71178 -17.03247 14.21656 0.66
N -1.01230 -14.79097 12.31071 0.37
P -0.53748 -13.73097 11.31162 -1.37
N 1.09273 -13.82939 10.95966 0.84
C 1.92773 -14.36360 12.07643 1.12
C 3.25562 -14.87133 11.55014 -0.78
C 4.04650 -13.74781 10.87831 -0.77
C 3.16559 -13.15502 9.77246 -0.99
C 1.72440 -12.72754 10.27937 -0.92
N -1.25635 -13.61153 9.83207 0.98
C -0.60407 -13.83460 8.56409 -0.75
C -1.38488 -14.81664 7.73837 -0.78
C -2.14248 -15.78712 8.58803 -0.30
C -3.28812 -15.02809 9.36254 -0.92
C -2.72279 -13.61188 9.73495 -0.57
N -0.89041 -12.23522 11.91620 1.08
C -0.61327 -11.90683 13.33961 -0.04
C -1.42900 -10.68223 13.78837 -0.94
C -2.78400 -10.75790 13.11610 -0.75
C -2.57945 -10.51574 11.58982 -0.90
C -1.25727 -11.11622 11.07363 -0.38
H 1.34327 -15.12938 12.56345 -1.56
H 2.17224 -13.59938 12.83343 0.20
H 3.11691 -15.70130 10.88106 0.34
H 3.74512 -15.18374 12.50458 0.38
H 4.99635 -14.06963 10.53201 0.46
H 4.23619 -12.89718 11.61912 0.25
H 3.01843 -13.83959 8.96058 0.35
H 3.61427 -12.22502 9.36157 0.42
H 1.12795 -12.42046 9.45998 0.69
H 1.93798 -11.80193 10.93365 0.31
H 0.47884 -14.09056 8.71727 0.30
H -0.63398 -12.85506 8.09221 0.20
H -0.83932 -15.50136 7.13745 0.53
H -2.19149 -14.37923 7.17638 0.24
H -1.51158 -16.23401 9.34306 -0.10
H -2.55351 -16.60052 8.01597 0.51
H -3.65830 -15.39622 10.33090 0.24
H -4.26659 -14.98733 8.85571 0.40
H -3.05780 -13.38709 10.79710 0.08
H -3.05376 -12.81815 8.99955 0.40
H 0.42360 -11.69113 13.61798 0.05
H -0.86256 -12.78136 13.94790 -0.11
H -0.94688 -9.75079 13.54700 0.37
H -1.59865 -10.65644 14.85733 0.49
H -3.52270 -9.97795 13.36723 0.35
H -3.25100 -11.67972 13.24068 0.35
H -2.61815 -9.44595 11.37606 0.48
H -3.41821 -11.01847 11.04517 0.19
H -0.44625 -10.34467 11.03742 0.53
H -1.45577 -11.43101 10.00456 0.05
Cl -1.27446 -18.30139 11.37815 -0.57

110
Properties=species:S:1:pos:R:3:mulliken_charge:R:1 method="wB97M-V/def2-TZVPD" lumo_ev=-1.273 total_energy_ha=-5464.26055 homo_lumo_gap_ev=9.327 homo_ev=-10.60
Li 0.32346 0.65382 2.62291 2.03
Li 1.84485 1.28401 0.82575 1.60
N 1.27045 2.39403 2.39774 -0.44
S 0.11036 3.61407 2.16963 0.73
O 0.44628 4.43487 1.05724 -0.54
O -0.55144 4.19950 3.30872 -0.59
F -1.01071 2.65117 1.56569 -0.09
S 2.21847 3.22120 3.35230 0.79
O 1.83845 3.60515 4.67325 -0.59
O 3.16161 4.06316 2.66391 -0.65
F 3.08757 1.91030 3.75108 -0.34
N 0.77459 -0.23559 0.90504 0.70
S 1.22265 -1.83439 1.35571 0.24
O 2.22615 -2.39836 0.50846 -0.45
O 0.19045 -2.56717 2.03839 -0.43
F 2.09984 -1.32742 2.59901 -0.26
S -0.16523 -0.73644 -0.27067 -1.34
O -1.51643 -1.15262 0.06320 -0.08
O 0.48389 -1.04809 -1.48177 0.19
F -0.55680 0.82641 -0.50328 -0.24
C -2.52804 1.99755 -1.25835 0.64
C -3.78623 1.82381 -2.13057 -0.45
O -3.36371 2.01479 -3.46130 -0.33
C -2.06822 2.41888 -3.42863 0.39
O -1.41938 2.55858 -4.41617 -0.55
O -1.63242 2.65019 -2.17848 -0.31
H -2.15731 1.00859 -1.00653 -0.63
H -2.78470 2.57823 -0.38069 0.59
H -4.43275 2.65435 -1.83187 0.50
H -4.24348 0.85753 -1.93183 0.10
C -2.82877 -3.81989 -0.78039 0.80
C -3.09849 -3.80728 0.75974 0.31
O -3.76114 -5.03479 0.96935 -0.42
C -4.22902 -5.54131 -0.15991 0.55
O -5.01555 -6.42025 -0.28531 -0.54
O -3.78133 -4.80290 -1.21387 -0.43
H -1.85101 -4.20825 -1.05937 0.21
H -2.93572 -2.77269 -1.05121 -0.51
H -3.77259 -2.97471 0.96242 0.07
H -2.21363 -3.76416 1.38733 0.00
C 2.97162 -4.22895 -3.82141 -0.28
C 1.83266 -3.18313 -3.89553 0.67
O 2.05810 -2.58418 -5.17129 -0.30
C 3.03226 -3.22894 -5.85019 0.60
O 3.36187 -2.97579 -6.96125 -0.54
O 3.48232 -4.26696 -5.13031 -0.35
H 2.57908 -5.19968 -3.51404 0.31
H 3.75098 -3.99630 -3.09344 0.21
H 2.03127 -2.46635 -3.10260 -0.50
H 0.84597 -3.63675 -3.88643 0.22
C -1.45165 -1.39423 -5.60421 -0.92
O -1.46397 -1.16978 -4.19731 0.15
C -2.57490 -0.97912 -3.51528 0.04
O -2.63336 -0.28261 -2.54786 0.37
O -3.63987 -1.44004 -4.18277 -0.49
C -4.95142 -1.14582 -3.73488 -0.70
H -0.41494 -1.37137 -5.92981 0.27
H -1.98587 -0.54338 -6.03396 0.35
H -1.90980 -2.32762 -5.92821 0.29
H -5.14197 -0.07457 -3.85146 0.25
H -5.12206 -1.41577 -2.69470 0.23
H -5.65409 -1.61825 -4.41494 0.33
C 4.27917 -0.95847 -1.44209 -0.22
O 5.22268 0.06397 -1.16517 -0.42
C 4.95835 0.87902 -0.13868 0.61
O 3.91957 0.88676 0.47676 -0.57
O 5.89370 1.79773 -0.13823 -0.44
C 5.84449 2.85208 0.85476 -0.43
H 4.30326 -1.76269 -0.70961 0.36
H 4.48721 -1.27754 -2.46183 0.22
H 3.25941 -0.56295 -1.46614 -0.07
H 5.63144 2.36101 1.80189 0.32
H 5.04388 3.54372 0.59721 0.08
H 6.80893 3.33804 0.76541 0.22
C 2.61641 0.00860 7.49555 -0.77
O 2.26466 -0.10907 6.13833 -0.28
C 1.12816 0.28997 5.63371 0.06
O 0.77284 0.04239 4.51738 0.04
O 0.35096 0.88567 6.55744 -0.39
C -0.86029 1.41896 6.10380 -0.28
H 2.75593 1.06578 7.76146 0.30
H 3.63114 -0.31204 7.72466 0.28
H 1.86812 -0.38763 8.17641 0.31
H -1.55617 0.65290 5.73919 0.05
H -0.76244 2.10489 5.25881 0.07
H -1.38137 1.88679 6.93612 0.36
C 2.79187 4.85116 -0.85856 -0.31
O 1.92909 4.39100 -1.88306 -0.40
C 1.58447 3.12018 -1.91311 0.28
O 1.73179 2.29151 -1.04438 0.29
O 1.01676 2.89249 -3.08122 -0.45
C 0.49902 1.60754 -3.40828 -0.24
H 3.84251 4.86070 -1.14488 0.33
H 2.75904 4.25658 0.05867 -0.23
H 2.42413 5.81437 -0.51495 0.36
H 1.29750 0.89605 -3.19001 0.30
H 0.31075 1.65066 -4.47936 0.31
H -0.45514 1.40622 -2.92529 -0.12
C -3.99045 0.94758 1.40883 -0.15
O -3.92987 -0.05866 2.39603 -0.42
C -2.81913 -0.38664 3.02136 0.73
O -1.81987 0.30866 3.09525 -0.26
O -2.99223 -1.52774 3.64878 -0.39
C -1.93785 -2.09297 4.43329 -0.45
H -3.81441 0.48145 0.43874 -0.01
H -3.28365 1.75296 1.60216 0.04
H -5.00707 1.33554 1.38645 0.31
H -0.98406 -1.58588 4.44373 0.08
H -1.85093 -3.10438 4.03011 0.27
H -2.37950 -2.26058 5.41766 0.32

76
Properties=species:S:1:pos:R:3:mulliken_charge:R:1 method="wB97M-V/def2-TZVPD" lumo_ev=0.113 smiles="CC(C)=NN1C(=O)c2ccc(C)cc2C1=O.COCCNCCOC.COCCNCCOC" total_energy_ha=-1610.00142 homo_lumo_gap_ev=8.692 e_above_lowest_kj_mol=0.0 homo_ev=-8.58
C 5.92923 -2.61494 1.97684 -1.31
C 4.64164 -2.61068 1.19342 0.88
C 4.02757 -1.26291 0.93493 -0.95
N 4.17571 -3.72577 0.75671 -0.91
N 2.80276 -3.90814 1.05644 0.67
C 2.36659 -3.99432 2.37802 0.08
O 2.94256 -4.43023 3.32918 -0.57
C 0.95477 -3.45350 2.29557 -0.11
C 0.07062 -3.16412 3.31307 -0.85
C -1.17249 -2.63184 2.95656 -0.62
C -1.50324 -2.40682 1.62032 1.09
C -2.83233 -1.79920 1.16648 -1.58
C -0.60317 -2.74706 0.59951 -0.22
C 0.61929 -3.26801 0.97121 1.11
C 1.78118 -3.72076 0.12084 -0.21
O 1.83557 -3.92273 -1.05640 -0.56
H 6.19715 -3.65181 2.15366 0.35
H 5.81898 -2.02730 2.88356 0.34
H 6.71792 -2.19759 1.33952 0.35
H 4.79356 -0.68425 0.41096 0.41
H 3.15929 -1.31348 0.28076 0.09
H 3.80785 -0.69887 1.84405 0.31
H 0.33945 -3.33615 4.34688 0.50
H -1.90550 -2.38762 3.71461 0.40
H -3.40989 -1.55057 2.05548 0.31
H -2.63952 -0.90937 0.57276 0.21
H -3.37062 -2.55798 0.60055 0.49
H -0.83533 -2.59176 -0.44632 0.27
C 1.62153 2.41457 -4.91489 -0.71
O 1.00415 1.41580 -5.70281 -0.34
C 1.88424 0.36838 -6.09954 -0.80
C 1.50766 -0.93490 -5.42716 -0.18
N 1.80558 -0.89686 -4.00075 -0.26
C 1.26259 -2.02730 -3.24399 -0.13
C -0.25262 -2.16028 -3.16156 -0.72
O -0.89011 -1.12839 -2.42036 -0.35
C -1.21422 0.03705 -3.15585 -0.70
H 0.90108 3.22012 -4.78018 0.24
H 1.90250 2.03217 -3.92748 0.29
H 2.50744 2.81929 -5.41312 0.34
H 2.92903 0.62562 -5.90427 0.41
H 1.76724 0.24796 -7.18050 0.40
H 2.06968 -1.75251 -5.88741 0.35
H 0.43863 -1.10533 -5.61498 0.18
H 1.42567 -0.04288 -3.61311 0.07
H 1.64029 -1.93546 -2.22845 -0.22
H 1.67606 -2.95428 -3.64793 0.42
H -0.45874 -3.08511 -2.61652 0.44
H -0.72156 -2.27555 -4.14571 0.45
H -1.44168 -0.18692 -4.20063 0.32
H -0.40896 0.77523 -3.10283 0.23
H -2.09804 0.48383 -2.69764 0.28
C -2.57896 4.41345 -0.15398 -0.69
O -1.98920 4.83931 1.05963 -0.35
C -2.90750 5.43484 1.97013 -0.81
C -3.09201 4.56266 3.19421 -0.18
N -3.82833 3.34770 2.86623 -0.30
C -3.84936 2.35293 3.93544 -0.77
C -2.52410 1.71350 4.34222 -0.55
O -1.94660 0.88900 3.34241 -0.26
C -1.13364 1.60048 2.42254 -0.69
H -1.77521 4.09797 -0.81766 0.21
H -3.25299 3.56409 0.00175 0.29
H -3.12746 5.22910 -0.63398 0.36
H -3.86644 5.65090 1.49109 0.40
H -2.47059 6.38682 2.28526 0.40
H -3.64498 5.12155 3.95460 0.40
H -2.09327 4.33822 3.59239 0.18
H -3.41005 2.92523 2.04795 0.03
H -4.51348 1.55032 3.60427 0.37
H -4.31250 2.79977 4.82074 0.43
H -2.73560 1.05002 5.18586 0.37
H -1.79583 2.44640 4.70742 0.36
H -0.64870 2.46385 2.88312 0.35
H -1.70924 1.91941 1.54926 0.18
H -0.36096 0.91605 2.06755 0.29